1.
{"formula": "C6H12O3Tl", "method": "ωB97M-V/def2-TZVPD", "species": ["C", "C", "C", "C", "C", "O", "C", "O", "O", "H", "H", "H", "H", "H", "H", "H", "H", "H", "H", "H", "H", "Tl"], "positions_angstrom": [[2.6342, -0.8488, 0.7884], [1.5274, -0.2828, -0.3007], [0.8055, 1.0623, 0.3143], [-0.6206, 1.2418, -0.4844], [-1.9490, 0.8815, 0.4236], [-1.7659, -0.2543, 1.3405], [-1.8121, -1.5502, 0.6464], [-1.3192, -2.6176, 1.3336], [-2.3483, -1.8106, -0.6986], [2.3951, -1.9978, 0.9327], [2.5326, -0.2952, 1.8302], [3.7469, -0.6872, 0.3965], [2.0886, 0.0537, -1.2774], [0.7153, -1.0837, -0.5958], [1.4714, 1.9863, 0.0425], [0.7047, 1.0230, 1.4877], [-0.7331, 2.3843, -0.8064], [-0.5557, 0.6285, -1.4892], [-2.9160, 0.7910, -0.2676], [-2.1529, 1.8451, 1.0984], [-1.7331, -1.4715, -1.4216], [-0.7160, 1.0022, -3.2932]], "forces_ev_per_angstrom": [[0.1, 0.4, 1.2], [0.2, -1.9, -3.2], [0.6, 2.5, 2.4], [0.2, 0.3, 0.2], [-0.8, 1.2, 0.5], [-0.8, -2.4, -4.0], [1.6, -4.6, 1.7], [-2.8, 7.0, -3.9], [2.2, 1.9, 3.5], [-0.3, 2.0, -0.1], [0.7, -1.5, -1.5], [-2.2, 0.5, 0.4], [-1.3, -0.6, 1.8], [1.9, 1.4, 0.8], [-1.1, -1.8, 0.8], [-0.1, 0.0, -2.5], [0.6, -2.1, 0.7], [-0.5, 0.4, 3.9], [2.1, -0.4, 1.2], [0.8, -2.1, -1.0], [-0.9, -0.7, 1.3], [-0.3, 0.6, -4.1]], "lowdin_charge": [0.070, -0.114, -0.061, -0.204, -0.047, 0.095, -0.151, 0.302, 0.131, 0.175, 0.158, 0.185, 0.155, 0.126, 0.171, 0.170, 0.171, -0.213, 0.204, 0.220, 0.136, 1.322], "multiplicity": 1, "gap_ev": 3.71, "charge": 3, "e_tot_ha": -632.3450}


2.
{"formula": "C2H2FNO2", "method": "ωB97M-V/def2-TZVPD", "species": ["C", "C", "N", "O", "O", "F", "H", "H"], "positions_angstrom": [[-0.1987, 1.5828, 0.0182], [0.5301, 0.4764, -0.1494], [-0.2215, -1.9562, -0.0178], [0.5739, -2.7424, -0.3907], [-1.3593, -1.9425, 0.3448], [1.8059, 0.4482, -0.2682], [0.0874, 2.6206, -0.0275], [-1.2178, 1.5131, 0.4905]], "forces_ev_per_angstrom": [[-1.7, -1.5, 1.3], [-1.6, 1.7, 0.8], [-0.4, 1.9, 0.2], [-0.4, -0.3, 0.1], [0.9, -0.7, -0.3], [1.4, -0.6, -0.7], [0.9, 0.0, -0.3], [0.9, -0.4, -1.1]], "lowdin_charge": [-0.002, -0.168, -0.250, 0.121, 0.096, 0.082, 0.051, 0.068], "multiplicity": 1, "e_above_lowest_kcal_mol": 167.0, "gap_ev": [9.20, 8.79], "e_tot_ha": -382.2643}


3.
{"formula": "C57H115Cl3N13", "method": "ωB97M-V/def2-TZVPD", "species": ["C", "C", "C", "C", "N", "C", "C", "C", "C", "C", "H", "H", "H", "H", "H", "H", "H", "H", "H", "H", "H", "H", "H", "H", "H", "H", "H", "H", "H", "H", "C", "C", "C", "C", "N", "C", "C", "C", "C", "C", "H", "H", "H", "H", "H", "H", "H", "H", "H", "H", "H", "H", "H", "H", "H", "H", "H", "H", "H", "H", "C", "C", "C", "C", "N", "C", "C", "C", "C", "C", "H", "H", "H", "H", "H", "H", "H", "H", "H", "H", "H", "H", "H", "H", "H", "H", "H", "H", "H", "H", "C", "C", "N", "C", "C", "N", "C", "C", "H", "H", "H", "H", "H", "H", "H", "H", "H", "H", "H", "C", "C", "N", "C", "C", "N", "C", "C", "H", "H", "H", "H", "H", "H", "H", "H", "H", "H", "H", "C", "C", "N", "C", "C", "N", "C", "C", "H", "H", "H", "H", "H", "H", "H", "H", "H", "H", "H", "C", "C", "N", "C", "C", "N", "C", "C", "H", "H", "H", "H", "H", "H", "H", "H", "H", "H", "H", "C", "C", "N", "C", "C", "N", "C", "C", "H", "H", "H", "H", "H", "H", "H", "H", "H", "H", "H", "Cl", "Cl", "Cl"], "positions_angstrom": [[-5.5788, -1.7120, 10.4520], [-4.4581, -1.6436, 9.4030], [-4.9071, -1.7728, 7.8837], [-3.7705, -1.6067, 6.8599], [-4.3174, -1.5069, 5.3740], [-3.0702, -1.5982, 4.4202], [-3.3282, -2.6366, 3.3413], [-4.8051, -2.9734, 3.4825], [-5.0495, -2.8192, 5.0241], [-5.2075, -0.2937, 5.0863], [-5.0745, -1.6341, 11.4152], [-6.0200, -2.7011, 10.3295], [-6.2712, -0.8702, 10.4621], [-3.5950, -2.2463, 9.6858], [-4.1488, -0.6098, 9.5568], [-5.5995, -0.9861, 7.5841], [-5.3306, -2.7702, 7.7654], [-3.0162, -2.3920, 6.8104], [-3.3992, -0.6026, 7.0651], [-2.7869, -0.6363, 3.9929], [-2.1520, -1.9547, 4.8871], [-3.2598, -2.2853, 2.3117], [-2.7719, -3.5700, 3.4270], [-5.5542, -2.3099, 3.0503], [-5.0414, -4.0102, 3.2429], [-6.0601, -2.7510, 5.4267], [-4.5432, -3.6125, 5.5740], [-5.4106, -0.3341, 4.0161], [-4.7840, 0.6433, 5.4480], [-6.1961, -0.4209, 5.5274], [3.8086, -2.2137, -3.6982], [4.2567, -0.7551, -3.9154], [4.9858, -0.2114, -2.7092], [5.2341, 1.3575, -2.7251], [6.3883, 1.8316, -1.8212], [6.2308, 1.2109, -0.3795], [6.5481, 2.3170, 0.5698], [7.0782, 3.4274, -0.1803], [6.4039, 3.3005, -1.4754], [7.7173, 1.5720, -2.5680], [4.6685, -2.8834, -3.7103], [3.3437, -2.5448, -4.6269], [2.9765, -2.4368, -3.0303], [3.4051, -0.0999, -4.0986], [4.9272, -0.7796, -4.7744], [5.9469, -0.6961, -2.5372], [4.4534, -0.3596, -1.7697], [4.3712, 1.8883, -2.3230], [5.5543, 1.6734, -3.7180], [6.9004, 0.3544, -0.3016], [5.2379, 0.8021, -0.1918], [7.2593, 2.0962, 1.3658], [5.6492, 2.6806, 1.0675], [8.1564, 3.3771, -0.3319], [6.8583, 4.3166, 0.4105], [6.9177, 3.8355, -2.2741], [5.3886, 3.6964, -1.4993], [8.5195, 2.0167, -1.9791], [7.6655, 2.1847, -3.4680], [7.8086, 0.4938, -2.6992], [-0.7584, -4.2600, 0.8860], [-0.2405, -5.1929, 1.9741], [0.1324, -4.5611, 3.3329], [1.3636, -3.5801, 3.3933], [1.7269, -2.9206, 4.7600], [0.7153, -1.8527, 5.2198], [1.4586, -0.8878, 6.1156], [2.8964, -1.0021, 5.7633], [3.0055, -2.0737, 4.6784], [1.7730, -4.0124, 5.8408], [-0.0087, -3.5007, 0.6633], [-1.6953, -3.7460, 1.1008], [-1.0521, -4.8345, 0.0075], [0.6268, -5.7234, 1.5811], [-1.0442, -5.9118, 2.1332], [0.4806, -5.4610, 3.8398], [-0.7330, -4.1531, 3.8552], [1.2124, -2.7012, 2.7666], [2.3298, -3.9736, 3.0775], [-0.1774, -2.3208, 5.6345], [0.3855, -1.2986, 4.3410], [1.3154, -1.0258, 7.1873], [0.9840, 0.0726, 5.9144], [3.6239, -1.3174, 6.5112], [3.3405, -0.1397, 5.2660], [3.8210, -2.7819, 4.5315], [2.8306, -1.4766, 3.7835], [0.7742, -4.4363, 5.9446], [2.1611, -3.5171, 6.7309], [2.5883, -4.6696, 5.5384], [1.1610, 0.1355, -1.9971], [0.4191, -0.8356, -1.0498], [0.0744, -0.1190, 0.2144], [-1.1348, -0.1716, 0.8993], [-0.9517, 0.5736, 2.0970], [0.3908, 0.9428, 2.1730], [1.0059, 0.4953, 1.0227], [0.9481, 1.7613, 3.2243], [2.1966, 0.2879, -1.6932], [0.5945, 1.0504, -2.1704], [1.2934, -0.4218, -2.9245], [1.1124, -1.6485, -0.8340], [-0.4544, -1.2040, -1.5878], [-2.0596, -0.5850, 0.5247], [-1.5788, 0.8883, 2.9179], [2.0366, 0.6115, 0.7218], [0.2976, 1.6983, 4.0966], [0.9631, 2.7753, 2.8247], [1.9547, 1.4913, 3.5438], [-0.3803, 4.9946, -1.8343], [-1.1091, 3.8006, -1.2178], [-1.3410, 4.0780, 0.2047], [-0.4145, 4.4214, 1.2114], [-1.0742, 4.4682, 2.4467], [-2.4004, 4.2263, 2.2028], [-2.5607, 3.9350, 0.8652], [-3.4464, 4.1016, 3.2572], [-1.0426, 5.8603, -1.8348], [-0.1250, 4.8305, -2.8812], [0.5289, 5.3192, -1.3283], [-0.4976, 2.9031, -1.3101], [-2.0591, 3.6002, -1.7133], [0.6037, 4.5838, 0.8901], [-0.6412, 4.6123, 3.4256], [-3.4985, 3.5491, 0.4938], [-3.0706, 4.3941, 4.2376], [-3.7625, 3.0610, 3.1843], [-4.3227, 4.7104, 3.0347], [-1.8595, 0.3167, -5.4288], [-1.9226, 1.0077, -4.0837], [-3.2077, 1.5933, -3.7894], [-3.8873, 2.4808, -4.5888], [-5.1432, 2.7322, -4.0702], [-5.1485, 2.0365, -2.8314], [-4.0363, 1.3339, -2.7410], [-6.2760, 2.0350, -1.8605], [-1.9357, 1.0321, -6.2476], [-2.6711, -0.3740, -5.6576], [-0.9790, -0.2913, -5.6362], [-1.1884, 1.8007, -3.9413], [-1.6184, 0.3109, -3.3026], [-3.6235, 2.9523, -5.5239], [-6.0376, 3.2761, -4.3357], [-3.7622, 0.5799, -2.0179], [-6.5797, 1.0172, -1.6155], [-7.1669, 2.5008, -2.2818], [-6.1124, 2.6452, -0.9722], [1.0464, -3.4714, -5.3850], [-0.4817, -3.5226, -5.2012], [-1.1144, -4.8270, -5.5229], [-1.9455, -5.5277, -4.6348], [-2.0615, -6.8065, -5.2045], [-1.5813, -6.8467, -6.4787], [-1.0027, -5.6054, -6.6639], [-1.6349, -8.0187, -7.3606], [1.6295, -4.1740, -4.7897], [1.3927, -2.4772, -5.1026], [1.2921, -3.6470, -6.4324], [-1.0799, -2.7140, -5.6213], [-0.5775, -3.4892, -4.1160], [-2.1942, -5.1884, -3.6401], [-2.5551, -7.7033, -4.8602], [-0.4393, -5.2424, -7.5108], [-0.5876, -8.2318, -7.5748], [-2.1406, -7.7698, -8.2936], [-2.1334, -8.7950, -6.7801], [2.1357, 2.8226, -3.6228], [2.8218, 4.2460, -3.6489], [2.4262, 4.8084, -4.9236], [2.5189, 4.1940, -6.1181], [2.2523, 5.1461, -7.0997], [1.9424, 6.3630, -6.4725], [2.0861, 6.1231, -5.1086], [1.8152, 7.6671, -7.1533], [2.5439, 2.1298, -4.3588], [1.0663, 2.8901, -3.8225], [2.2645, 2.3602, -2.6442], [3.9098, 4.1820, -3.6336], [2.5462, 4.8156, -2.7614], [2.8341, 3.1649, -6.2071], [2.2694, 5.0613, -8.1763], [1.9313, 6.8599, -4.3344], [2.1744, 7.6722, -8.1824], [2.3356, 8.4157, -6.5560], [0.7412, 7.8471, -7.1047], [2.9700, 3.2463, 0.2570], [-4.7957, 0.2134, 0.8789], [-2.1082, 2.0915, 5.6692]], "forces_ev_per_angstrom": [[0.8, -1.0, -0.3], [-0.5, 2.2, -0.8], [0.9, -0.9, 0.5], [-1.2, 1.2, -0.3], [1.4, -1.2, 0.3], [0.5, 0.3, -0.4], [-1.9, 0.0, -1.0], [-1.6, -0.6, 2.5], [0.7, 0.6, -0.3], [-0.1, -0.9, -0.2], [-0.1, -0.4, 0.1], [-0.7, 0.2, 0.6], [-0.2, -0.3, -0.6], [-0.2, -0.4, -0.3], [0.7, 0.2, -0.5], [-0.5, -0.2, 0.6], [-0.5, 0.1, -0.1], [-0.1, 0.2, 0.3], [0.8, -0.1, -0.3], [-0.7, 0.2, 0.4], [-0.5, 0.3, 1.1], [0.6, 0.4, 0.1], [0.2, 0.2, 0.3], [0.6, 0.0, -0.8], [0.0, 0.1, -0.3], [0.0, 0.0, -0.5], [0.1, 0.0, 0.0], [0.4, 0.5, -0.1], [0.5, -0.2, -0.3], [0.2, -0.3, 0.4], [-0.3, 0.0, -2.0], [-0.1, -0.6, 0.8], [1.0, 1.8, 1.2], [0.8, -0.5, 0.4], [-0.2, -0.8, 0.5], [0.8, -1.1, -0.6], [-0.5, -1.0, 2.7], [1.4, 1.7, -0.2], [-1.0, 1.4, -2.5], [-0.9, 0.2, 1.3], [0.0, 0.0, 1.0], [0.1, 0.2, -0.4], [0.6, 0.2, 0.9], [-0.1, 0.0, -0.4], [-0.1, 0.4, -0.1], [0.1, -0.2, -0.3], [-0.4, -0.4, -0.1], [-0.1, 0.0, -0.3], [-0.5, 0.2, -0.1], [0.2, 0.1, -0.2], [-0.2, 0.4, -0.6], [-0.1, -0.7, 0.0], [-0.3, -0.4, -0.1], [0.1, 0.0, 0.2], [0.1, 0.4, -0.7], [0.1, -0.1, -0.1], [-0.3, -0.4, 0.5], [0.0, -0.5, 0.1], [-0.1, -0.6, -0.2], [0.3, 0.3, -0.3], [-0.2, 0.2, -0.1], [-0.4, 1.0, -0.4], [1.6, -0.5, 0.4], [-0.2, 1.1, 0.1], [-1.7, -0.3, 0.6], [-0.2, -0.7, -0.6], [-1.2, 0.4, 1.0], [2.8, -0.9, -0.8], [-1.9, -0.5, -1.3], [1.3, 1.5, -0.7], [0.0, 0.1, -0.4], [0.1, 0.1, 0.6], [0.6, -0.1, -0.3], [0.0, -0.1, 0.1], [0.3, -0.2, 0.4], [-0.3, 0.1, 0.7], [0.1, 0.1, -0.1], [-0.2, 0.0, -0.2], [-0.3, -0.7, -0.1], [0.3, -0.1, 0.2], [0.1, -0.2, -0.3], [-0.2, -0.4, -0.1], [0.4, 0.3, 0.1], [-0.6, 0.5, 0.8], [-0.2, 0.3, 0.5], [0.3, 0.5, 0.5], [0.3, -0.6, -0.6], [0.4, -0.1, 0.1], [-0.5, -0.1, 0.3], [-0.5, -0.5, 0.0], [-0.1, -1.2, 0.0], [1.0, 1.4, -0.1], [0.4, -0.3, 1.7], [0.6, 2.1, 2.0], [0.8, -1.1, -1.7], [-0.1, -2.1, -3.2], [-1.7, 0.1, 0.3], [0.2, 0.8, 0.4], [-0.2, 0.6, 0.4], [0.3, -0.1, 0.1], [-0.3, 0.1, -0.4], [-0.4, -0.2, 0.2], [-0.3, 0.0, 0.7], [-0.1, 0.0, -0.1], [-0.4, -0.1, 0.0], [0.0, 0.4, 0.3], [-0.3, 0.1, 0.0], [0.2, 0.0, 0.4], [0.0, -0.3, -0.5], [-0.5, 0.5, -0.4], [1.0, 0.5, 0.2], [-2.5, -0.3, 3.3], [-0.9, -0.3, -0.1], [0.9, 0.1, -2.4], [0.3, -0.5, -1.8], [1.7, 0.7, 1.3], [-0.5, -0.3, -0.7], [-0.1, 0.0, 0.1], [0.0, -0.3, -0.1], [0.0, -0.5, 0.3], [0.1, -0.1, 0.2], [-0.1, 0.2, 0.2], [0.2, -0.1, 0.5], [-0.3, 0.2, 0.0], [0.1, 0.1, -0.3], [0.3, -0.4, -0.3], [0.1, 0.0, 0.7], [0.3, 0.2, -0.3], [-0.3, 0.1, -1.3], [1.0, -0.5, 0.5], [-2.2, 0.6, 0.4], [-2.2, 1.2, -0.9], [1.7, -1.2, 2.0], [-0.6, 0.2, -0.8], [1.1, -0.5, -0.2], [-0.9, 0.0, -0.1], [0.2, 0.2, 0.0], [-0.4, 0.0, 0.7], [0.4, 0.4, 0.5], [0.2, 0.2, -0.6], [-0.6, -0.1, 0.3], [0.8, -0.5, 0.0], [0.4, 0.2, -0.3], [-0.4, 0.2, 0.5], [0.5, 0.1, 0.2], [0.3, 0.0, -0.7], [0.7, -0.4, 0.0], [-0.6, 0.1, -1.1], [0.4, -0.9, 1.2], [-1.2, -2.0, -1.4], [1.7, -2.2, -1.4], [-1.5, 0.8, 0.9], [1.1, 4.0, 1.1], [0.2, 0.0, 1.3], [0.7, 0.5, -0.1], [-0.5, -0.2, 0.1], [-0.2, 0.0, -0.2], [0.3, 0.2, 0.0], [0.4, 0.0, -0.3], [-0.5, 0.3, 0.0], [0.0, 0.0, -0.2], [-0.1, 0.3, 0.4], [-0.2, -0.4, -0.2], [-0.2, -0.6, -0.1], [-0.2, -0.1, 0.2], [0.1, -0.1, -0.4], [0.7, 0.5, 0.7], [-0.6, -2.4, 0.1], [-0.6, 3.6, 0.4], [0.0, 0.9, -2.0], [-0.2, 0.0, 1.1], [2.0, -2.8, 1.9], [-0.1, -0.6, -2.3], [-1.1, 0.1, 0.9], [0.2, 0.2, -0.1], [0.0, 0.3, 0.0], [0.1, 0.3, 0.0], [0.0, -0.2, 0.0], [-0.4, 0.3, -0.4], [-0.1, 0.2, -0.2], [0.0, 0.0, 0.1], [0.1, -0.1, 0.0], [0.0, -0.4, 0.3], [0.0, 0.0, -0.2], [0.1, 0.6, -0.4], [-0.2, -0.4, -0.5], [0.7, 0.1, -0.3], [0.3, -0.5, -0.7]], "lowdin_charge": [-0.098, -0.236, -0.163, -0.097, -0.198, -0.095, -0.177, -0.135, -0.084, 0.030, 0.080, 0.076, 0.083, 0.109, 0.102, 0.110, 0.107, 0.120, 0.109, 0.085, 0.084, 0.080, 0.093, 0.103, 0.123, 0.136, 0.130, 0.073, 0.074, 0.103, -0.095, -0.237, -0.181, -0.089, -0.210, -0.064, -0.206, -0.182, -0.149, 0.063, 0.096, 0.037, 0.065, 0.081, 0.126, 0.115, 0.090, 0.080, 0.128, 0.137, 0.104, 0.142, 0.075, 0.131, 0.152, 0.137, 0.096, 0.111, 0.109, 0.107, -0.106, -0.229, -0.151, -0.076, -0.252, -0.102, -0.140, -0.144, -0.083, 0.063, 0.047, 0.056, 0.073, 0.117, 0.121, 0.112, 0.094, 0.103, 0.134, 0.119, 0.115, 0.137, 0.111, 0.131, 0.119, 0.146, 0.116, 0.110, 0.115, 0.118, -0.082, -0.143, -0.047, -0.015, 0.002, -0.069, -0.029, -0.016, 0.059, 0.050, 0.069, 0.116, 0.116, 0.053, 0.078, 0.091, 0.035, 0.065, 0.100, -0.061, -0.165, -0.037, -0.016, -0.005, -0.063, 0.030, -0.012, 0.094, 0.057, 0.071, 0.097, 0.114, 0.055, 0.142, 0.142, 0.063, 0.070, 0.103, -0.055, -0.184, -0.051, -0.021, 0.059, -0.053, -0.028, 0.000, 0.084, 0.093, 0.066, 0.109, 0.108, 0.140, 0.146, 0.125, 0.088, 0.102, 0.087, -0.063, -0.152, -0.052, 0.024, -0.007, -0.079, 0.043, 0.054, 0.093, 0.053, 0.085, 0.112, 0.109, 0.127, 0.142, 0.163, 0.114, 0.117, 0.112, -0.081, -0.127, -0.084, -0.022, 0.033, -0.067, 0.051, 0.040, 0.057, 0.062, 0.011, 0.123, 0.110, 0.133, 0.142, 0.168, 0.115, 0.110, 0.109, -0.319, -0.502, -0.457], "multiplicity": 1, "gap_ev": 6.55, "charge": 5, "e_tot_ha": -4331.5128}


Please write out number 2 again, unchanged.
{"formula": "C2H2FNO2", "method": "ωB97M-V/def2-TZVPD", "species": ["C", "C", "N", "O", "O", "F", "H", "H"], "positions_angstrom": [[-0.1987, 1.5828, 0.0182], [0.5301, 0.4764, -0.1494], [-0.2215, -1.9562, -0.0178], [0.5739, -2.7424, -0.3907], [-1.3593, -1.9425, 0.3448], [1.8059, 0.4482, -0.2682], [0.0874, 2.6206, -0.0275], [-1.2178, 1.5131, 0.4905]], "forces_ev_per_angstrom": [[-1.7, -1.5, 1.3], [-1.6, 1.7, 0.8], [-0.4, 1.9, 0.2], [-0.4, -0.3, 0.1], [0.9, -0.7, -0.3], [1.4, -0.6, -0.7], [0.9, 0.0, -0.3], [0.9, -0.4, -1.1]], "lowdin_charge": [-0.002, -0.168, -0.250, 0.121, 0.096, 0.082, 0.051, 0.068], "multiplicity": 1, "e_above_lowest_kcal_mol": 167.0, "gap_ev": [9.20, 8.79], "e_tot_ha": -382.2643}